i) DFT (ωB97M-V with the def2-TZVPD basis set) results for 3 unconnected molecules or ions with the total composition C7H19NO2.

The geometry in XYZ format:
```
29
Properties=species:S:1:pos:R:3
H -1.8702 0.4029 0.4949
H 1.4119 3.0357 2.7609
H 1.2611 3.6202 1.1430
H 0.3976 -1.3832 -1.1233
O 2.5682 -1.5262 -1.7631
H 0.5601 1.9430 -0.6572
C -1.4088 0.9754 -0.3300
H -0.8763 0.5814 -2.3014
H -1.4969 -3.3980 -1.5835
H 2.5995 -0.6812 -1.2986
C -0.1234 1.5743 0.1063
H -0.5870 1.7848 3.1600
N -0.3030 1.0560 2.5140
H -1.1015 0.4793 2.3065
C 1.3375 2.7011 1.7272
H -2.3621 -0.1763 -1.9176
H 1.4856 -1.9180 2.5812
H 1.3270 -0.5237 2.0370
H -1.1109 -1.6797 -0.2806
H -2.1045 1.8033 -0.5106
H -0.4260 -3.0828 -2.6807
C -0.6833 -1.3396 -1.2379
H 2.3248 2.2645 1.5028
O 1.1537 -1.4407 1.8095
C 0.3031 1.6770 1.3693
C -1.1850 -2.4994 -2.1218
H -1.7937 -2.0679 -2.9180
H 2.0551 -2.1598 -1.2852
C -1.3527 -0.0226 -1.5028
```

Its LUMO energy is 0.68 eV. As for the HOMO-LUMO gap: 9.00 eV. The net charge is 0.


ii) DFT (ωB97M-V with the def2-TZVPD basis set) results for 3 unconnected molecules or ions with the total composition C7H19NO2.

The geometry in XYZ format:
```
29
Properties=species:S:1:pos:R:3
O 0.1391 -1.9450 -1.0152
H 0.3715 -1.2900 -3.6759
H 0.1759 0.4429 -3.4171
H -2.5195 2.2510 0.8569
O -0.8688 1.0019 0.8953
H 2.1327 -1.0191 0.2810
H -1.2439 2.6708 -0.2918
H -1.0445 3.0123 1.4387
H -0.2226 0.0441 -0.9586
H 1.3153 1.7931 2.6863
N 0.0058 -1.0485 1.7212
C 2.1884 -0.2312 1.0285
H 2.3950 0.7235 0.5406
H -0.9379 -0.6275 1.8271
H -0.0476 -2.7156 -1.5645
H -2.0182 -1.7173 -2.7012
H 3.0211 -0.4380 1.7060
H 0.0585 -1.6500 0.8974
H -2.3862 -1.0747 -1.0778
C -1.4209 2.2539 0.7208
C 0.9078 0.8244 2.9720
C -1.8334 -0.8957 -2.0003
H -2.2156 0.0195 -2.4552
H -0.1000 0.9657 3.3511
H 1.5441 -0.4121 -2.6790
C 0.4874 -0.4879 -2.9395
C 0.9134 -0.0969 1.7972
C -0.3493 -0.7562 -1.6972
H 1.5523 0.4026 3.7532
```

Its LUMO energy is 0.69 eV. As for the HOMO-LUMO gap: 8.30 eV. The net charge is 0.


Which structure is most stable, and how do the rest compare? From most to least stable: i), ii).


i) DFT (ωB97M-V with the def2-TZVPD basis set) results for 2 unconnected molecules or ions with the total composition C4H4F2.

The geometry in XYZ format:
```
10
Properties=species:S:1:pos:R:3
C 0.9294 0.3463 -0.8275
C 1.3615 -0.7860 -0.1055
H -2.5138 -0.6285 0.3402
F -3.2275 -0.9702 -0.0813
H 1.4603 1.0639 -1.4036
H 0.8922 0.2947 1.8400
C -0.3724 0.5951 -0.1593
F -0.6975 1.9214 0.0172
H 1.5860 -1.7760 -0.3875
C 0.5818 -0.0608 0.7674
```

Its LUMO energy (spin up / spin down) is 0.11 / 0.11 eV. As for the HOMO-LUMO gap (spin up / spin down): 8.54 / 8.54 eV. The net charge is 0.


ii) DFT (ωB97M-V with the def2-TZVPD basis set) results for 2 unconnected molecules or ions with the total composition C4H4F2.

The geometry in XYZ format:
```
10
Properties=species:S:1:pos:R:3
C 0.9790 -0.8065 0.7665
H -0.0184 0.3972 -2.0683
C 1.4661 2.1348 2.6333
C -0.2528 -0.6097 -1.5466
F 0.4819 2.5197 3.4214
C 0.4460 -0.7781 -0.3112
H 1.3192 -0.8183 1.7643
H -0.1051 -1.5504 -2.2091
H -1.3850 -0.5788 -1.3218
F 1.2077 2.8231 1.5322
```

Its LUMO energy is -0.04 eV. As for the HOMO-LUMO gap: 9.91 eV. The net charge is 0.


Which structure is most stable, and how do the rest compare? From most to least stable: ii), i).